Record 1
# C10H37NO9

A 9-piece molecular cluster, C10H37NO9 overall in a non-equilibrium geometry (wB97M-V/def2-TZVPD, the Open Molecules 2025 dataset).

Calculated values
Expectation value of S² = 0.75
2S+1 = 2
Kohn-Sham gap (spin up / spin down) = 9.482 / 5.047 eV
LUMO level (spin up / spin down) = -2.67 / -7.10 eV
E = -30878.4692 eV
Charge = +1
Relative energy (zero: lowest compared OMol25 entry of this formula, charge and spin) = 0.9 kcal per mole

```
57
C10H37NO9 | the Open Molecules 2025 dataset | wB97M-V/def2-TZVPD
C 4.19 -0.95 5.31
O 4.53 -2.00 4.32
H 3.51 -1.25 6.11
H 5.13 -0.67 5.78
H 3.64 -0.09 4.93
H 3.72 -2.39 4.00
O 1.98 -0.14 1.98
H 1.57 -0.33 1.13
H 2.88 -0.45 1.89
O 2.34 1.98 -1.35
H 1.94 1.12 -1.45
H 2.91 1.89 -0.59
O 1.91 -0.66 -1.08
H 2.70 -1.19 -1.10
H 1.24 -1.20 -1.49
O 5.80 -0.91 2.01
H 6.45 -1.50 1.65
H 5.74 -1.14 2.93
O 1.51 1.37 3.96
H 1.48 0.72 3.26
H 2.15 2.02 3.67
O 4.49 -1.71 -0.38
H 4.84 -1.23 0.37
H 5.03 -1.43 -1.12
O 4.63 1.54 1.19
H 5.14 2.26 0.83
H 5.29 0.92 1.52
C -3.09 -2.01 -2.04
C -3.38 -0.94 -0.97
C -2.04 -0.46 -0.37
C -1.18 0.46 -1.28
C -2.05 1.69 -1.62
C -3.52 1.32 -2.24
N -4.18 0.20 -1.49
O -5.48 -0.20 -1.97
C -4.37 2.60 -2.04
C -3.32 0.98 -3.70
C -4.17 -1.62 0.27
H -2.80 -1.53 -2.97
H -3.95 -2.61 -2.33
H -2.26 -2.70 -1.87
H -2.26 0.01 0.59
H -1.44 -1.33 -0.13
H -0.77 -0.06 -2.15
H -0.29 0.78 -0.74
H -1.45 2.13 -2.42
H -2.14 2.30 -0.72
H -4.35 2.98 -1.02
H -4.04 3.43 -2.66
H -5.41 2.46 -2.30
H -3.12 1.88 -4.29
H -2.43 0.38 -3.86
H -4.13 0.47 -4.22
H -4.61 -0.86 0.91
H -3.56 -2.39 0.74
H -5.00 -2.25 -0.06
H -5.99 0.29 -1.32
```

***

Record 2
# C2H6N2O3

A 2-piece molecular cluster, C2H6N2O3 overall in a non-equilibrium geometry (wB97M-V/def2-TZVPD, the Open Molecules 2025 dataset).

Calculated values
2S+1 = 1
Kohn-Sham gap = 9.048 eV
LUMO level = -0.23 eV
E = -11288.3755 eV
Relative energy (zero: lowest compared OMol25 entry of this formula, charge and spin) = 160.3 kcal per mole

```
13
C2H6N2O3 | the Open Molecules 2025 dataset | wB97M-V/def2-TZVPD
C 0.51 -0.81 0.49
C -1.02 0.75 -0.43
N 0.07 0.08 -0.55
N 1.11 2.86 -0.55
O 1.48 2.11 -1.47
O 1.68 3.89 -0.31
O 0.12 2.55 0.17
H 1.29 -1.48 0.26
H 0.69 -0.29 1.32
H -0.40 -1.38 0.82
H -1.35 1.36 -1.21
H -1.58 0.58 0.38
H 0.68 0.63 -1.21
```

***

Record 3
# C4H11NO3

A 2-piece molecular cluster, C4H11NO3 overall in a non-equilibrium geometry (wB97M-V/def2-TZVPD, the Open Molecules 2025 dataset).

Calculated values
2S+1 = 1
Kohn-Sham gap = 6.315 eV
LUMO level = 6.73 eV
E = -11955.2689 eV
Charge = -2
Relative energy (zero: lowest compared OMol25 entry of this formula, charge and spin) = 30.7 kcal per mole

```
19
C4H11NO3 | the Open Molecules 2025 dataset | wB97M-V/def2-TZVPD
C -0.32 0.79 -0.61
C -1.21 0.74 0.68
C -0.54 1.34 1.99
O -0.89 2.59 2.35
N 0.05 -0.47 -1.25
C 1.42 -0.64 -1.84
O 1.39 -1.26 -3.02
H 0.57 1.40 -0.40
H -0.89 1.47 -1.29
H -2.19 1.11 0.39
H -1.24 -0.33 0.91
H -0.90 0.65 2.82
H 0.56 1.19 1.78
H -0.61 -0.65 -1.98
H 1.98 -1.20 -1.04
H 1.95 0.35 -1.89
H 0.51 -2.14 1.54
H -0.02 -2.21 0.07
O 0.39 -2.73 0.78
```

***

Record 4
# C5H3NO

C5H3NO as an isolated structure in a non-equilibrium geometry (wB97M-V/def2-TZVPD, the Open Molecules 2025 dataset).

Calculated values
2S+1 = 1
Kohn-Sham gap = 8.736 eV
LUMO level = -1.00 eV
E = -8763.0739 eV
Relative energy (zero: lowest compared OMol25 entry of this formula, charge and spin) = 159.9 kcal per mole

```
10
C5H3NO | the Open Molecules 2025 dataset | wB97M-V/def2-TZVPD
C 2.74 0.90 0.50
C 1.59 0.46 0.13
C 0.18 0.16 0.26
C -0.91 0.93 0.00
O -1.96 0.13 -0.18
N -1.59 -1.19 -0.11
C -0.31 -1.18 0.14
H 1.02 -0.11 -0.85
H -1.05 1.99 -0.09
H 0.29 -2.09 0.19
```

***

Record 5
# C2H5OPS3

A 2-piece molecular cluster, C2H5OPS3 overall in a non-equilibrium geometry (wB97M-V/def2-TZVPD, the Open Molecules 2025 dataset).

Calculated values
2S+1 = 1
Kohn-Sham gap = 7.702 eV
LUMO level = -0.66 eV
E = -45993.7049 eV
Relative energy (zero: lowest compared OMol25 entry of this formula, charge and spin) = 96.5 kcal per mole

```
12
C2H5OPS3 | the Open Molecules 2025 dataset | wB97M-V/def2-TZVPD
C 0.05 -1.28 0.47
C -0.66 -0.21 0.96
O 2.27 1.16 -0.54
P 1.15 2.08 -0.50
S -0.54 -2.77 -0.19
S -2.29 -0.27 1.13
S 2.08 3.99 -0.79
H 0.93 -1.01 -0.23
H 0.58 -1.53 1.37
H -1.98 -2.75 0.07
H -2.23 0.68 2.04
H 3.18 3.41 -1.48
```

***

Record 6
# C3H5NO2

A 2-piece molecular cluster, C3H5NO2 overall (wB97M-V/def2-TZVPD, the Open Molecules 2025 dataset).

Calculated values
SMILES string = [H]/N=C1\OCC1=O.[H][H]
2S+1 = 1
Kohn-Sham gap = 10.303 eV
LUMO level = -0.24 eV
E = -8774.6494 eV
Relative energy (zero: lowest compared OMol25 entry of this formula, charge and spin) = 70.2 kcal per mole

```
11
C3H5NO2 | the Open Molecules 2025 dataset | wB97M-V/def2-TZVPD
H -2.12 -0.32 -1.46
N -1.58 0.32 -0.87
C -0.63 -0.28 -0.31
O -0.22 -1.60 -0.37
C 0.91 -1.40 0.53
C 0.51 0.07 0.65
O 0.90 1.03 1.24
H 1.86 -1.60 0.03
H 0.81 -1.99 1.44
H -0.16 2.94 -0.08
H -0.27 2.83 -0.81
```

***

Record 7
# C3H4N2

One molecule with the formula C3H4N2 in a non-equilibrium geometry (wB97M-V/def2-TZVPD, the Open Molecules 2025 dataset).

Calculated values
SMILES string = c1c[nH]cn1
2S+1 = 1
Kohn-Sham gap = 9.891 eV
LUMO level = 0.93 eV
E = -6155.5357 eV
Relative energy (zero: lowest compared OMol25 entry of this formula, charge and spin) = 8.4 kcal per mole

```
9
C3H4N2 | the Open Molecules 2025 dataset | wB97M-V/def2-TZVPD
C 0.28 -0.94 0.76
C -0.79 -0.64 -0.05
N -0.49 0.58 -0.64
C 0.73 0.98 -0.21
N 1.21 0.07 0.61
H 0.58 -1.89 1.23
H -1.70 -1.24 -0.12
H -1.06 1.16 -1.30
H 1.23 1.90 -0.29
```

***

Record 8
# C2H11N2O

A 2-piece molecular cluster, C2H11N2O overall in a non-equilibrium geometry (wB97M-V/def2-TZVPD, the Open Molecules 2025 dataset).

Calculated values
2S+1 = 1
Kohn-Sham gap = 10.939 eV
LUMO level = -3.35 eV
E = -7272.2275 eV
Charge = +1
Relative energy (zero: lowest compared OMol25 entry of this formula, charge and spin) = 47.2 kcal per mole

```
16
C2H11N2O | the Open Molecules 2025 dataset | wB97M-V/def2-TZVPD
C 1.95 1.22 -0.34
N 1.36 -0.05 -0.28
H 3.11 1.31 -0.30
H 1.70 1.61 -1.29
H 1.71 2.10 0.25
H 2.13 -0.77 -0.56
H 0.63 -0.19 -1.01
H 0.93 -0.17 0.62
N -1.45 -0.89 -0.67
C -1.92 -0.22 0.46
O -0.87 -0.30 1.56
H -1.13 -1.81 -0.33
H -2.25 -1.18 -1.32
H -2.10 0.89 0.13
H -2.87 -0.48 0.92
H -0.94 -1.08 2.16
```

***

Record 9
# H28O14

A 14-piece molecular cluster, H28O14 overall in a non-equilibrium geometry (wB97M-V/def2-TZVPD, the Open Molecules 2025 dataset).

Calculated values
2S+1 = 1
Kohn-Sham gap = 10.298 eV
LUMO level = -0.15 eV
E = -29120.2556 eV
Relative energy (zero: lowest compared OMol25 entry of this formula, charge and spin) = 32.2 kcal per mole

```
42
H28O14 | the Open Molecules 2025 dataset | wB97M-V/def2-TZVPD
O -2.43 22.39 -2.84
H -2.09 21.60 -3.21
H -2.37 22.96 -3.63
O -3.11 21.60 -6.43
H -3.15 22.13 -7.25
H -2.95 20.67 -6.66
O -7.21 22.96 -2.59
H -7.10 22.02 -2.66
H -7.99 23.22 -2.16
O -4.95 19.79 -8.24
H -5.56 20.19 -7.61
H -5.16 18.86 -8.35
O -4.93 21.48 -4.62
H -4.72 22.33 -4.27
H -4.29 21.55 -5.32
O -7.72 23.01 -5.30
H -8.67 23.17 -5.44
H -7.46 23.02 -4.38
O -5.31 18.39 -5.66
H -5.55 19.17 -5.22
H -5.34 17.66 -5.06
O -3.18 24.30 -5.04
H -3.98 24.42 -4.55
H -2.43 24.78 -4.64
O -0.56 22.33 -5.26
H -1.44 21.90 -5.33
H 0.02 21.62 -5.02
O -2.61 18.90 -5.94
H -2.26 17.98 -5.83
H -3.54 18.77 -6.02
O -5.66 24.79 -3.65
H -6.16 24.05 -3.36
H -6.45 25.31 -3.87
O -6.90 20.70 -6.62
H -6.53 21.54 -6.44
H -7.52 20.91 -7.27
O -4.23 19.57 -2.74
H -5.15 19.33 -2.71
H -4.18 20.44 -3.10
O -6.93 19.98 -3.59
H -7.79 19.94 -4.06
H -6.38 20.50 -4.18
```

***

Record 10
# C34H42CoGeN5O2

C34H42CoGeN5O2 as an isolated structure in a non-equilibrium geometry (wB97M-V/def2-TZVPD, the Open Molecules 2025 dataset).

Calculated values
Expectation value of S² = 0.78
2S+1 = 2
Kohn-Sham gap (spin up / spin down) = 7.836 / 7.955 eV
LUMO level (spin up / spin down) = -2.10 / -2.11 eV
E = -141622.0860 eV
Charge = +1

```
85
C34H42CoGeN5O2 | the Open Molecules 2025 dataset | wB97M-V/def2-TZVPD
Co -0.64 -0.99 0.43
O -0.21 1.61 -0.15
C -0.24 1.22 -1.43
C 0.76 1.83 -2.35
C 0.58 1.90 -3.66
C -0.24 -0.29 -4.79
C -1.31 -0.76 -3.78
C -0.51 -1.24 -2.54
C -1.00 -2.56 -1.97
N -1.22 -2.64 -0.74
C -1.59 -3.86 -0.03
C -1.51 -3.53 1.47
N -0.43 -2.57 1.66
C 0.67 -3.01 2.18
C 1.92 -2.32 2.24
C 2.99 -2.92 2.94
C 4.22 -2.33 2.98
C 4.40 -1.11 2.30
C 3.38 -0.51 1.61
C 2.10 -1.11 1.55
O 1.14 -0.52 0.89
H 1.61 2.30 -1.87
H 1.31 2.42 -4.28
H -0.43 -0.48 -5.84
H -2.07 -1.46 -4.11
H -1.11 -3.40 -2.66
H -2.60 -4.16 -0.30
H -0.91 -4.67 -0.29
H -2.45 -3.08 1.78
H -1.37 -4.45 2.05
H 0.66 -4.03 2.57
H 2.82 -3.86 3.45
H 5.04 -2.79 3.52
H 5.38 -0.63 2.33
H 3.52 0.43 1.08
N -2.79 1.15 -1.23
C -3.17 0.79 0.04
C -4.27 1.48 0.59
C -4.75 1.14 1.83
C -4.12 0.12 2.55
C -3.04 -0.49 1.96
N -2.56 -0.19 0.73
C -1.59 0.85 -1.95
C -1.72 0.70 -3.45
C -0.55 1.22 -4.35
C 1.05 -0.87 -4.27
C 0.91 -1.36 -3.04
N -0.73 -0.22 -1.47
H -3.27 1.96 -1.58
H -4.74 2.27 0.01
H -5.59 1.67 2.25
H -4.44 -0.17 3.54
H -2.50 -1.25 2.49
H -2.70 0.99 -3.81
H -0.89 1.82 -5.19
H 1.98 -0.83 -4.82
H 1.70 -1.78 -2.42
C -0.50 3.47 5.48
C -0.53 2.15 4.72
C 0.08 2.24 3.32
C -0.83 2.98 2.33
Ge -0.02 3.26 0.60
C 1.84 3.76 0.70
C 2.00 5.21 1.22
C 1.69 6.27 0.16
C 1.73 7.68 0.73
H -0.84 3.34 6.51
H -1.15 4.22 5.02
H 0.52 3.87 5.52
H -1.56 1.79 4.64
H 0.02 1.39 5.29
H 0.29 1.24 2.94
H 1.04 2.76 3.39
H -1.13 3.96 2.71
H -1.76 2.41 2.17
H -0.87 4.18 -0.31
H 2.33 3.64 -0.27
H 2.30 3.05 1.39
H 3.02 5.34 1.57
H 1.35 5.37 2.09
H 0.71 6.08 -0.28
H 2.42 6.18 -0.65
H 0.96 7.81 1.50
H 1.56 8.43 -0.04
H 2.70 7.90 1.19
```

***

Record 11
# C3H2N2O

One molecule with the formula C3H2N2O in a non-equilibrium geometry (wB97M-V/def2-TZVPD, the Open Molecules 2025 dataset).

Calculated values
SMILES string = O=C=NN1C=C1
2S+1 = 1
Kohn-Sham gap = 9.948 eV
LUMO level = 0.86 eV
E = -8166.0551 eV
Relative energy (zero: lowest compared OMol25 entry of this formula, charge and spin) = 84.3 kcal per mole

```
8
C3H2N2O | the Open Molecules 2025 dataset | wB97M-V/def2-TZVPD
O -1.33 0.45 -4.23
C -0.87 0.23 -3.20
N -0.47 0.16 -2.08
N 0.08 -0.73 -1.16
C 0.51 -0.14 0.14
C -0.69 -0.58 0.12
H 1.46 0.34 0.54
H -1.76 -0.71 0.35
```

***

Record 12
# CHF3O2S

A 2-piece molecular cluster, CHF3O2S overall in a non-equilibrium geometry (wB97M-V/def2-TZVPD, the Open Molecules 2025 dataset).

Calculated values
Expectation value of S² = 2.01
2S+1 = 3
Kohn-Sham gap (spin up / spin down) = 9.243 / 9.763 eV
LUMO level (spin up / spin down) = 0.52 / -3.64 eV
E = -24131.2113 eV
Relative energy (zero: lowest compared OMol25 entry of this formula, charge and spin) = 9.2 kcal per mole

```
8
CHF3O2S | the Open Molecules 2025 dataset | wB97M-V/def2-TZVPD
C -0.10 -1.81 0.08
O -0.53 2.22 -1.32
O -0.58 1.96 1.23
F -0.24 -2.06 -1.20
F 0.99 -2.22 0.77
F 1.67 1.87 -0.03
S -0.10 1.66 -0.08
H -1.12 -1.62 0.54
```

***

Record 13
# C30H31F4N5O3S2Ti

C30H31F4N5O3S2Ti as an isolated structure (wB97M-V/def2-TZVPD, the Open Molecules 2025 dataset).

Calculated values
2S+1 = 1
Kohn-Sham gap = 8.080 eV
LUMO level = 0.14 eV
E = -100864.4820 eV
Relative energy (zero: lowest compared OMol25 entry of this formula, charge and spin) = 8.1 kcal per mole

```
76
C30H31F4N5O3S2Ti | the Open Molecules 2025 dataset | wB97M-V/def2-TZVPD
Ti 0.57 0.01 0.73
C 2.42 1.69 2.43
N 1.61 0.47 2.64
C 0.69 0.70 3.76
C 2.46 -0.71 2.88
C 3.27 -1.05 1.64
N 2.41 -0.87 0.46
C 2.97 -1.11 -0.78
C 2.65 -0.26 -1.85
F 1.85 0.80 -1.59
C 3.10 -0.47 -3.13
F 2.73 0.39 -4.09
C 3.94 -1.52 -3.43
C 4.28 -2.36 -2.40
F 5.08 -3.42 -2.63
C 3.81 -2.18 -1.11
F 4.13 -3.10 -0.18
H 3.03 1.89 3.32
H 1.74 2.52 2.24
H 3.06 1.57 1.56
H 1.26 0.94 4.67
H 0.09 -0.19 3.94
H 0.03 1.53 3.51
H 1.80 -1.54 3.13
H 3.12 -0.54 3.74
H 3.64 -2.07 1.75
H 4.15 -0.40 1.57
H 4.30 -1.69 -4.44
O -0.16 -0.91 -0.93
S -1.12 -1.97 -1.44
C -2.76 -1.35 -1.02
C -2.97 0.15 -1.24
C -3.31 0.89 0.04
C -3.79 2.31 -0.22
S -2.52 3.41 -0.90
O 0.12 1.55 0.57
C -1.59 3.91 0.52
C -1.90 3.61 1.84
C -1.09 4.08 2.87
C 0.03 4.84 2.60
C 0.34 5.14 1.28
C -0.46 4.69 0.25
C -1.11 -1.69 -3.20
C -1.67 -2.67 -4.00
C -1.67 -2.49 -5.38
C -1.08 -1.35 -5.92
C -0.50 -0.40 -5.10
C -0.51 -0.55 -3.72
H -2.89 -1.63 0.03
H -3.43 -1.98 -1.61
H -3.78 0.29 -1.97
H -2.08 0.60 -1.69
H -2.44 0.91 0.70
H -4.10 0.34 0.58
H -4.20 2.77 0.68
H -4.59 2.32 -0.96
H -2.76 3.00 2.09
H -1.36 3.84 3.89
H 0.66 5.20 3.40
H 1.22 5.74 1.04
H -0.21 4.92 -0.78
H -2.10 -3.56 -3.56
H -2.10 -3.24 -6.02
H -1.06 -1.22 -7.00
H -0.03 0.48 -5.53
H -0.05 0.17 -3.07
N 0.23 -3.15 1.48
C -0.71 -2.34 2.03
O -0.71 -1.08 1.76
C -1.71 -2.86 2.86
C -2.73 -2.00 3.34
N -3.55 -1.29 3.74
C -1.70 -4.24 3.17
N -1.61 -5.38 3.36
H 1.05 -2.72 1.06
H 0.28 -4.11 1.77
```

***

Record 14
# C28H49N7

A 7-piece molecular cluster, C28H49N7 overall in a non-equilibrium geometry (wB97M-V/def2-TZVPD, the Open Molecules 2025 dataset).

Calculated values
SMILES string = CCCC#N.CCCC#N.CCCC#N.CCCC#N.CCCC#N.CCCC#N.CCCC#N
2S+1 = 1
Kohn-Sham gap = 11.177 eV
LUMO level = 0.35 eV
E = -40258.8225 eV
Relative energy (zero: lowest compared OMol25 entry of this formula, charge and spin) = 39.2 kcal per mole

```
84
C28H49N7 | the Open Molecules 2025 dataset | wB97M-V/def2-TZVPD
C -6.90 -23.51 6.44
C -6.93 -24.58 5.34
C -8.16 -24.36 4.42
C -9.38 -24.81 5.09
N -10.34 -25.16 5.62
H -6.70 -22.52 6.03
H -6.12 -23.75 7.16
H -7.87 -23.56 6.95
H -6.98 -25.59 5.75
H -6.01 -24.45 4.77
H -8.11 -24.89 3.47
H -8.27 -23.28 4.29
C -9.31 -27.90 6.62
C -10.77 -28.14 6.20
C -11.15 -29.60 5.99
C -10.38 -30.35 5.02
N -9.77 -30.93 4.24
H -8.54 -28.13 5.88
H -9.08 -28.63 7.41
H -9.18 -26.90 7.04
H -10.79 -27.61 5.24
H -11.51 -27.57 6.75
H -12.16 -29.55 5.58
H -11.28 -30.13 6.94
C -7.75 -20.11 16.19
C -8.18 -19.45 14.87
C -9.04 -20.38 14.01
C -10.50 -20.13 14.07
N -11.62 -19.89 14.10
H -8.51 -20.44 16.90
H -7.13 -19.36 16.70
H -7.16 -21.02 16.04
H -7.25 -19.33 14.30
H -8.66 -18.49 15.00
H -8.91 -21.42 14.33
H -8.73 -20.40 12.96
C -9.48 -25.37 9.42
C -10.82 -25.14 10.10
C -10.75 -24.99 11.65
C -9.80 -23.92 11.93
N -9.08 -23.04 11.99
H -8.55 -25.02 9.89
H -9.39 -24.79 8.50
H -9.20 -26.39 9.15
H -11.56 -25.90 9.86
H -11.21 -24.19 9.74
H -10.59 -25.93 12.19
H -11.78 -24.73 11.92
C -4.85 -27.73 10.00
C -6.32 -27.52 9.61
C -7.38 -28.31 10.39
C -7.33 -28.04 11.83
N -7.30 -27.84 12.95
H -4.21 -27.57 9.14
H -4.72 -28.75 10.37
H -4.60 -27.05 10.82
H -6.42 -27.82 8.56
H -6.55 -26.45 9.58
H -7.19 -29.37 10.22
H -8.38 -28.07 10.03
C -9.64 -21.04 9.01
C -8.48 -20.40 8.23
C -8.45 -18.87 8.16
C -8.97 -18.14 9.31
N -9.43 -17.58 10.20
H -9.33 -21.95 9.50
H -10.47 -21.28 8.33
H -10.03 -20.36 9.76
H -8.33 -20.83 7.24
H -7.56 -20.67 8.77
H -8.80 -18.53 7.19
H -7.39 -18.59 8.17
C -18.05 -24.01 11.43
C -17.77 -22.91 12.45
C -16.72 -23.31 13.49
C -15.44 -23.77 12.93
N -14.42 -24.08 12.49
H -17.28 -24.05 10.65
H -18.95 -23.87 10.83
H -18.14 -24.99 11.88
H -18.71 -22.75 12.99
H -17.46 -21.98 11.98
H -17.07 -24.21 14.01
H -16.52 -22.48 14.17
```